Formula: C51H33FeN5O4
Source: the OMol25 dataset
Level of theory: ωB97M-V/def2-TZVPD

CARTESIAN COORDINATES (ANGSTROEM)
Fe (-0.04856, -0.07703, -0.82173)
C (7.08887, 2.85395, -1.10977)
C (6.57419, 2.48401, 0.12464)
C (5.28679, 1.97428, 0.21613)
C (4.49558, 1.82853, -0.92083)
C (5.02163, 2.20350, -2.15456)
C (6.30897, 2.71044, -2.24857)
C (3.11903, 1.26509, -0.82715)
C (3.00467, -0.09336, -0.50615)
C (4.12760, -0.98154, -0.31465)
C (3.62336, -2.22682, -0.15468)
C (2.18437, -2.11188, -0.22390)
C (1.28365, -3.18396, -0.14001)
C (1.84114, -4.55912, -0.02709)
C (1.58096, -5.49653, -1.02481)
C (2.11075, -6.77598, -0.94921)
C (2.90941, -7.14124, 0.12488)
C (3.16971, -6.21799, 1.12835)
C (2.63664, -4.93954, 1.05249)
C (-0.11094, -3.07178, -0.21656)
N (-0.80886, -1.96924, -0.58998)
C (-2.12919, -2.29939, -0.60083)
C (-3.17300, -1.47044, -1.01149)
C (-4.52330, -2.09404, -1.13968)
C (-5.49941, -1.91863, -0.16490)
C (-6.74258, -2.52206, -0.29942)
C (-7.01945, -3.30387, -1.41163)
C (-6.05080, -3.47748, -2.39064)
C (-4.80735, -2.87723, -2.25576)
C (-3.04696, -0.12866, -1.38012)
C (-4.13827, 0.69863, -1.83944)
C (-3.61678, 1.91635, -2.11098)
C (-2.20349, 1.83994, -1.81723)
N (-1.90067, 0.58889, -1.39655)
C (-1.30789, 2.90209, -1.96030)
C (0.06127, 2.85504, -1.68682)
C (0.95940, 3.98300, -1.76537)
C (2.19188, 3.52857, -1.43895)
C (2.05953, 2.11750, -1.15886)
N (0.76115, 1.75373, -1.30751)
C (-1.86571, 4.21074, -2.40689)
C (-1.61734, 4.69197, -3.68896)
C (-2.13572, 5.91313, -4.09542)
C (-2.90386, 6.66932, -3.22172)
C (-3.15445, 6.19639, -1.94087)
C (-2.63877, 4.97402, -1.53618)
C (-2.28018, -3.67084, -0.18159)
C (-1.03601, -4.14781, 0.05547)
N (1.85418, -0.81156, -0.43397)
H (8.09201, 3.25470, -1.18361)
H (7.17378, 2.59296, 1.01972)
H (4.87883, 1.69018, 1.17839)
H (4.41161, 2.08378, -3.04119)
H (6.70635, 2.98837, -3.21677)
H (5.16425, -0.68854, -0.31919)
H (4.17542, -3.14003, -0.01281)
H (0.97453, -5.20377, -1.87278)
H (1.90203, -7.48771, -1.73828)
H (3.32424, -8.13973, 0.18172)
H (3.78554, -6.49285, 1.97577)
H (2.81577, -4.22960, 1.85030)
H (-5.27487, -1.30631, 0.69967)
H (-7.49367, -2.38362, 0.46846)
H (-7.98941, -3.77392, -1.51771)
H (-6.26298, -4.08213, -3.26375)
H (-4.04342, -2.99551, -3.01460)
H (-5.16263, 0.37677, -1.93042)
H (-4.13003, 2.79355, -2.46840)
H (0.67025, 4.99235, -2.00786)
H (3.10536, 4.09523, -1.36293)
H (-1.01894, 4.09496, -4.36582)
H (-1.94025, 6.27317, -5.09789)
H (-3.30763, 7.62281, -3.53870)
H (-3.74941, 6.78324, -1.25213)
H (-2.82560, 4.59534, -0.53846)
H (-3.21948, -4.18750, -0.07326)
H (-0.76215, -5.12700, 0.41188)
O (-1.35835, -1.41724, -3.61222)
N (-0.14259, -1.46898, -3.61863)
O (0.47270, -0.66669, -2.82732)
O (-1.91781, 1.88803, 1.33684)
C (-1.00243, 1.20041, 1.75843)
O (-0.21793, 0.43332, 1.07486)
C (-0.67921, 1.20982, 3.24384)
C (-1.46325, 1.96782, 4.10528)
C (-1.18412, 1.99849, 5.46255)
C (-0.11508, 1.27049, 5.96820)
C (0.66954, 0.50981, 5.11199)
C (0.38772, 0.47891, 3.75392)
H (-2.28833, 2.52590, 3.68270)
H (-1.79986, 2.58970, 6.12955)
H (0.10773, 1.29796, 7.02816)
H (1.50148, -0.06230, 5.50436)
H (0.98476, -0.10834, 3.06884)

The energy above the lowest of the compared OMol25 structures with the same formula, charge and spin comes out at 0.000 eV. As for the charge: -1. Its spin multiplicity is 6. As for the expectation value of S²: 8.76. The total energy is -3801.83436 Ha.

Atomic partial charges in e from the Löwdin method, atoms 1 to 5:
1. Fe 1.066
2. C -0.105
3. C -0.089
4. C -0.038
5. C -0.212